[1]
The following is a quantum chemistry calculation of a 2-piece molecular cluster, C3H4OS overall in a non-equilibrium geometry, from the OMol25 dataset.

The net charge is 0. Its relative energy (zero: lowest compared OMol25 entry of this formula, charge and spin) is 114.2 kcal/mol. For the molar mass, the calculation gives 88.1 g/mol. For the LUMO energy (alpha / beta), the calculation gives -0.9 / -1.4 eV. The gap between HOMO and LUMO (alpha / beta) comes out at 7.93 / 5.85 eV.

```
9
Properties=species:S:1:pos:R:3:lowdin_charge:R:1
C 1.3543 0.1306 -0.9703 0.010
C 0.0892 0.4471 -0.7929 -0.512
C -1.2141 -0.4416 1.6894 -0.426
O -0.8310 -0.3981 -0.6649 -0.117
S -2.3495 -1.5014 1.8514 0.762
H 2.1011 0.9568 -1.2403 0.074
H 1.7435 -0.9580 -0.9275 0.095
H -0.3851 1.4494 -0.7997 0.114
H -0.5084 0.3153 1.8547 0.001
```

---

[2]
The following is a quantum chemistry calculation of a 2-piece molecular cluster, C3H4OS overall in a non-equilibrium geometry, from the OMol25 dataset.

The net charge is 0. Its relative energy (zero: lowest compared OMol25 entry of this formula, charge and spin) is 93.9 kcal/mol. For the molar mass, the calculation gives 88.1 g/mol. For the LUMO energy (alpha / beta), the calculation gives -0.2 / -0.5 eV. The gap between HOMO and LUMO (alpha / beta) comes out at 7.81 / 6.70 eV.

```
9
Properties=species:S:1:pos:R:3:lowdin_charge:R:1
C 2.1237 0.3399 -0.1129 -0.575
C -0.7791 0.6533 0.0317 -0.252
C -1.3666 -0.6768 0.1158 -0.066
O -1.0845 1.7896 0.0302 0.105
S 3.5187 -0.4336 0.0286 0.581
H 2.1175 1.3751 -0.4187 -0.050
H -0.6613 -1.3807 0.5492 0.077
H -1.5704 -0.9923 -0.9092 0.095
H -2.2981 -0.6746 0.6853 0.086
```

---

[3]
The following is a quantum chemistry calculation of a 2-piece molecular cluster, C4H7NO2 overall, from the OMol25 dataset.

The net charge is 0. Its relative energy (zero: lowest compared OMol25 entry of this formula, charge and spin) is 118.9 kcal/mol. For the molar mass, the calculation gives 101.1 g/mol. For the LUMO energy, the calculation gives 0.7 eV. The gap between HOMO and LUMO comes out at 10.63 eV. As for the structure (SMILES): O=C[C@H]1C/C1=N/O.[H][H].

```
14
Properties=species:S:1:pos:R:3:lowdin_charge:R:1
O 1.4519 -0.2678 1.6898 0.015
C 1.2068 -0.1368 0.5156 -0.249
C -0.0415 0.4697 -0.0252 -0.164
C -0.1532 0.7055 -1.5522 -0.012
C -0.7348 -0.4617 -0.9271 -0.286
N -1.2476 -1.6069 -1.0345 0.061
O -1.3247 -2.2120 0.2137 -0.041
H 1.8994 -0.5266 -0.2616 0.138
H -0.6250 1.0941 0.6465 0.126
H -0.8142 1.5091 -1.8669 0.113
H 0.7483 0.5932 -2.1539 0.113
H -1.7176 -3.0718 0.0150 0.095
H 0.5831 2.3761 2.3435 0.056
H 0.7778 1.6642 2.4423 0.034
```

---

[4]
The following is a quantum chemistry calculation of C44H48GeOP2RhSi as an isolated structure, from the OMol25 dataset.

The net charge is -1. Its relative energy (zero: lowest compared OMol25 entry of this formula, charge and spin) is 0.0 kcal/mol. For the molar mass, the calculation gives 858.4 g/mol. For the LUMO energy (alpha / beta), the calculation gives 2.7 / 2.7 eV. The gap between HOMO and LUMO (alpha / beta) comes out at 5.74 / 5.74 eV.

```
98
Properties=species:S:1:pos:R:3:lowdin_charge:R:1
Rh -0.3851 -0.7000 -0.6365 0.292
C 2.9965 -1.4353 -2.2455 -0.188
Si 1.9532 -0.8654 -0.7705 0.523
C 2.6012 -1.9008 0.6899 -0.284
C 3.7735 -2.6599 0.6792 -0.102
C 4.1047 -3.5052 1.7365 -0.105
C 3.2490 -3.6055 2.8204 -0.101
C 2.0803 -2.8488 2.8563 -0.089
C 1.7606 -1.9837 1.8118 -0.363
P 0.1869 -0.9946 1.7234 1.019
C 0.7696 0.6639 2.3088 -0.359
C 1.9981 0.8927 2.9162 -0.105
C 2.3477 2.1638 3.3670 -0.091
C 1.4567 3.2144 3.2384 -0.101
C 0.2126 2.9907 2.6581 -0.085
C -0.1227 1.7270 2.1979 -0.116
C -0.5884 -1.5028 3.3525 -0.334
C -0.1214 -1.1202 4.6105 -0.096
C -0.7576 -1.5444 5.7692 -0.091
C -1.8893 -2.3488 5.6887 -0.106
C -2.3700 -2.7299 4.4495 -0.088
C -1.7139 -2.3112 3.2929 -0.123
C 2.6262 0.9339 -0.5663 -0.278
C 3.8610 1.3155 -0.0432 -0.101
C 4.2420 2.6534 0.0155 -0.106
C 3.3797 3.6365 -0.4495 -0.102
C 2.1417 3.2795 -0.9782 -0.095
C 1.7714 1.9401 -1.0367 -0.359
P 0.1731 1.2782 -1.6978 0.952
C 0.6742 0.9340 -3.4453 -0.362
C 0.0677 -0.1326 -4.0993 -0.095
C 0.4227 -0.4512 -5.4051 -0.087
C 1.4012 0.2818 -6.0611 -0.107
C 2.0245 1.3387 -5.4096 -0.093
C 1.6556 1.6638 -4.1090 -0.101
C -0.8043 2.8218 -1.9401 -0.333
C -1.4684 3.3196 -0.8225 -0.108
C -2.2201 4.4839 -0.8942 -0.093
C -2.3420 5.1558 -2.1042 -0.104
C -1.7223 4.6482 -3.2338 -0.093
C -0.9614 3.4844 -3.1528 -0.077
H 4.0391 -1.1309 -2.0971 0.025
H 2.6401 -0.9662 -3.1657 0.012
H 2.9710 -2.5204 -2.3906 0.010
H 4.4314 -2.6056 -0.1824 0.091
H 5.0170 -4.0903 1.7061 0.092
H 3.4815 -4.2755 3.6402 0.093
H 1.4196 -2.9445 3.7091 0.090
H 2.7111 0.0801 3.0064 0.105
H 3.3232 2.3286 3.8090 0.098
H 1.7289 4.2062 3.5792 0.094
H -0.4909 3.8086 2.5502 0.098
H -1.0836 1.5438 1.7318 0.069
H 0.7450 -0.4743 4.6872 0.098
H -0.3706 -1.2464 6.7364 0.096
H -2.3951 -2.6689 6.5923 0.094
H -3.2595 -3.3435 4.3713 0.101
H -2.0807 -2.6210 2.3217 0.062
H 4.5304 0.5536 0.3492 0.098
H 5.2030 2.9304 0.4353 0.091
H 3.6658 4.6808 -0.4001 0.091
H 1.4627 4.0515 -1.3262 0.099
H -0.6555 -0.7288 -3.5511 0.083
H -0.0582 -1.2839 -5.9045 0.097
H 1.6880 0.0240 -7.0740 0.092
H 2.8031 1.9037 -5.9085 0.095
H 2.1540 2.4791 -3.5966 0.104
H -1.3886 2.7796 0.1110 0.070
H -2.7280 4.8526 -0.0109 0.101
H -2.9286 6.0646 -2.1667 0.094
H -1.8275 5.1551 -4.1857 0.095
H -0.4842 3.0986 -4.0445 0.093
C -4.3126 -1.3606 1.4281 -0.235
Ge -4.0460 -0.1439 -0.0871 0.690
C -5.7155 -0.3939 -1.1289 -0.248
C -4.1931 1.6582 0.6782 -0.226
C -2.5319 -0.4021 -1.2289 -0.427
H -5.3428 -1.2513 1.7799 0.014
H -3.6437 -1.1162 2.2521 -0.009
H -4.1581 -2.4055 1.1451 0.008
H -6.6037 -0.1806 -0.5253 0.001
H -5.7791 -1.4291 -1.4749 0.004
H -5.7277 0.2601 -2.0042 0.005
H -5.2078 1.8118 1.0555 0.011
H -3.9836 2.4163 -0.0752 -0.007
H -3.4966 1.7937 1.5111 0.003
H -2.5780 0.4648 -1.9005 -0.049
H -2.7864 -1.2721 -1.8434 -0.042
C 0.9943 -4.5034 -1.7290 -0.079
O 0.3978 -3.2155 -1.9654 -0.195
C -0.4541 -2.6416 -1.0908 -0.347
C -1.1363 -3.6805 -0.2182 -0.103
H 1.4283 -4.5350 -0.7287 0.092
H 1.7851 -4.5920 -2.4693 0.084
H 0.2906 -5.3243 -1.8561 0.077
H -1.3319 -4.6301 -0.7248 0.066
H -2.0814 -3.2623 0.1289 0.046
H -0.5145 -3.8871 0.6582 0.076
```

---

Question: Which of these has the lowest net charge?
Answer: C44H48GeOP2RhSi

---

Question: What is the relative energy (zero: lowest compared OMol25 entry of this formula, charge and spin) in the first record?
Answer: 114.2 kcal/mol

---

Question: Among the records above, which one has the highest relative energy (zero: lowest compared OMol25 entry of this formula, charge and spin)?
Answer: C4H7NO2